# 1
ORCA calculation (ωB97M-V/def2-TZVPD) on 20 unconnected molecules or ions with the total composition C53H75F9N6O49 at a distorted geometry.

## Properties
2S+1: 1
max |F|: 3.44 eV Å⁻¹
net charge: 0
HOMO level: -9.500 eV
gap between HOMO and LUMO: 0.33202 hartree

Structure (XYZ):
```
192
C53H75F9N6O49 (ωB97M-V/def2-TZVPD)
O -1.84 -4.83 -6.85
C -0.81 -4.63 -6.29
O -0.64 -3.84 -5.20
C 0.77 -3.70 -4.85
C 1.45 -4.93 -5.47
C 0.55 -5.19 -6.72
H 0.97 -3.62 -3.78
H 1.21 -2.82 -5.32
H 1.39 -5.79 -4.81
H 2.50 -4.77 -5.69
H 0.46 -6.26 -6.91
H 0.91 -4.68 -7.61
O -2.08 2.31 -0.23
C -1.42 1.31 -0.09
O -1.93 0.07 -0.12
C -0.86 -0.91 0.07
C 0.34 -0.18 0.75
C 0.17 1.23 0.17
H -0.58 -1.24 -0.92
H -1.16 -1.76 0.70
H 1.34 -0.54 0.51
H 0.25 -0.22 1.84
H 0.62 1.38 -0.81
H 0.51 2.07 0.77
O 3.74 -2.00 3.32
C 4.75 -2.61 3.01
O 5.84 -2.65 3.73
C 6.86 -3.45 3.10
C 6.51 -3.53 1.63
C 4.98 -3.42 1.72
H 6.89 -4.45 3.51
H 7.87 -3.13 3.36
H 6.84 -4.46 1.16
H 6.94 -2.80 0.95
H 4.49 -4.39 1.87
H 4.51 -2.84 0.92
O 1.99 -1.88 -1.66
C 3.06 -1.51 -2.07
O 3.67 -0.49 -1.50
C 4.95 -0.22 -2.11
C 5.32 -1.51 -2.91
C 3.89 -2.00 -3.20
H 5.71 -0.02 -1.37
H 4.84 0.64 -2.77
H 5.76 -2.22 -2.20
H 5.96 -1.26 -3.76
H 3.86 -3.08 -3.34
H 3.47 -1.70 -4.17
O 1.68 5.69 -4.39
C 1.13 5.39 -3.38
O -0.12 4.96 -3.28
C -0.40 4.54 -1.91
C 0.60 5.27 -1.00
C 1.78 5.50 -1.95
H -0.25 3.46 -1.78
H -1.37 4.89 -1.61
H 0.92 4.69 -0.14
H 0.20 6.24 -0.70
H 2.64 4.83 -1.84
H 2.30 6.45 -1.80
C 4.67 6.53 0.37
N 3.39 7.16 0.82
O 3.07 8.24 0.40
O 2.63 6.43 1.46
H 4.43 5.99 -0.56
H 5.05 5.81 1.09
H 5.42 7.30 0.25
C 2.62 3.46 4.33
N 1.41 2.71 3.71
O 0.70 3.24 2.90
O 1.24 1.50 3.97
H 3.35 3.47 3.51
H 2.81 2.99 5.29
H 2.33 4.50 4.46
C 1.81 -0.85 6.03
N 2.15 0.08 7.09
O 2.82 1.06 6.80
O 1.76 -0.20 8.22
H 2.36 -0.67 5.12
H 0.74 -0.74 5.80
H 1.95 -1.90 6.33
C -1.79 0.31 3.68
N -2.19 1.59 4.24
O -1.73 1.87 5.36
O -2.84 2.37 3.55
H -0.75 0.19 3.96
H -1.97 0.29 2.61
H -2.46 -0.50 3.96
C -3.33 -4.90 -2.60
N -3.18 -3.49 -2.14
O -2.15 -2.91 -2.48
O -4.08 -3.02 -1.46
H -4.38 -5.02 -2.89
H -3.06 -5.57 -1.77
H -2.66 -5.06 -3.44
C -0.14 7.59 2.60
N 0.14 7.14 4.00
O 0.24 8.00 4.83
O 0.06 5.96 4.29
H 0.00 6.78 1.90
H 0.53 8.42 2.36
H -1.18 7.90 2.62
C -3.84 -5.10 2.88
C -3.36 -4.33 1.63
O -2.11 -4.99 1.23
C -2.05 -6.27 1.87
O -1.13 -6.98 1.63
O -3.13 -6.41 2.77
F -3.11 -3.01 1.94
H -4.93 -5.16 2.94
H -3.48 -4.67 3.83
H -4.06 -4.29 0.80
C -0.26 -0.56 -4.05
C -0.66 0.91 -4.42
O 0.60 1.61 -4.42
C 1.59 0.68 -4.56
O 2.71 0.96 -4.77
O 1.09 -0.57 -4.50
F -1.45 1.46 -3.46
H -0.93 -1.26 -4.54
H -0.33 -0.60 -2.96
H -1.15 1.11 -5.37
C -5.96 -0.77 0.40
C -5.14 -0.29 1.64
O -6.10 0.20 2.55
C -7.21 0.56 1.78
O -8.04 1.27 2.17
O -7.09 0.10 0.50
F -4.25 0.71 1.26
H -6.17 -1.82 0.53
H -5.40 -0.56 -0.50
H -4.58 -1.06 2.15
C 4.05 0.84 1.70
C 5.63 1.23 1.66
O 5.55 2.42 0.99
C 4.33 2.62 0.35
O 4.08 3.46 -0.41
O 3.42 1.67 0.72
F 6.33 0.23 0.91
H 3.57 0.99 2.66
H 4.06 -0.20 1.35
H 6.10 1.27 2.63
C 0.97 -4.66 0.24
C 0.84 -5.68 -0.92
O 2.15 -5.71 -1.57
C 3.03 -5.10 -0.75
O 4.16 -4.97 -1.03
O 2.41 -4.79 0.46
F -0.16 -5.36 -1.78
H 0.48 -4.85 1.18
H 0.69 -3.67 -0.14
H 0.67 -6.71 -0.56
C 1.65 -4.75 4.97
C 1.32 -4.65 3.43
O 0.12 -3.95 3.47
C -0.40 -3.79 4.76
O -1.41 -3.23 4.98
O 0.42 -4.34 5.66
F 1.04 -5.96 2.98
H 2.50 -4.13 5.25
H 1.83 -5.81 5.14
H 2.02 -4.26 2.70
C -3.92 3.49 -3.00
C -5.39 3.47 -3.56
O -5.64 4.81 -3.52
C -4.46 5.56 -3.48
O -4.36 6.68 -3.70
O -3.39 4.75 -3.37
F -6.28 2.73 -2.77
H -3.28 2.68 -3.31
H -4.02 3.40 -1.92
H -5.39 2.96 -4.53
C -2.73 4.82 1.97
C -4.20 4.58 1.51
O -4.28 5.33 0.37
C -3.22 6.14 0.16
O -3.05 6.91 -0.70
O -2.35 6.02 1.25
F -5.03 5.16 2.43
H -2.05 4.01 1.71
H -2.65 5.12 3.01
H -4.40 3.50 1.41
C -6.46 -0.98 -3.52
C -5.11 -0.16 -3.82
O -4.48 -0.97 -4.76
C -4.96 -2.28 -4.60
O -4.51 -3.18 -5.16
O -6.02 -2.32 -3.75
F -4.36 -0.18 -2.65
H -7.27 -0.58 -4.14
H -6.71 -0.77 -2.48
H -5.27 0.85 -4.17
```

Results of the Löwdin charge analysis, in e, for atoms 1 through 2: atom 1 (O): 0.133, atom 2 (C): -0.478

***

# 2
ORCA calculation (ωB97M-V/def2-TZVPD) on 10 unconnected molecules or ions with the total composition C53H90F6N13O4 at a distorted geometry.

## Properties
2S+1: 1
max |F|: 4.63 eV Å⁻¹
net charge: +1
HOMO level: -10.237 eV
gap between HOMO and LUMO: 0.27585 hartree

Structure (XYZ):
```
166
C53H90F6N13O4 (ωB97M-V/def2-TZVPD)
C -5.46 3.38 -1.32
C -4.38 4.02 -0.44
O -4.32 5.42 -0.57
C -3.01 3.41 -0.68
N -1.91 4.33 -0.28
C -0.96 3.70 0.54
N -1.13 3.76 1.84
N 0.14 3.04 0.11
C -0.16 1.57 0.06
C 0.88 0.74 -0.67
C 0.41 -0.72 -0.66
C 1.62 -1.65 -0.73
C 1.30 -3.02 -1.33
N 2.11 -3.26 -2.54
C 0.71 3.62 -1.12
C 0.21 5.05 -1.27
C -1.30 4.99 -1.42
C -1.79 6.43 -1.57
O -2.09 7.17 -0.65
C -1.89 6.95 -3.04
F -2.02 8.28 -3.06
F -0.74 6.63 -3.70
C -3.14 6.30 -3.74
F -4.15 7.19 -3.67
F -3.53 5.17 -3.09
C -2.98 5.89 -5.21
F -1.93 5.04 -5.32
F -2.80 6.94 -6.02
C -4.27 5.11 -5.62
O -5.33 5.64 -5.83
O -4.10 3.76 -5.66
H -6.12 2.81 -0.68
H -6.09 4.15 -1.77
H -5.10 2.76 -2.12
H -4.64 3.79 0.59
H -5.20 5.78 -0.53
H -2.99 2.49 -0.11
H -2.92 3.11 -1.72
H -2.03 3.69 2.28
H -0.30 3.85 2.41
H -0.16 1.21 1.08
H -1.14 1.35 -0.34
H 1.82 0.80 -0.12
H 0.99 1.02 -1.71
H -0.17 -0.91 -1.56
H -0.18 -0.92 0.24
H 2.05 -1.78 0.26
H 2.39 -1.20 -1.35
H 0.24 -3.05 -1.60
H 1.54 -3.81 -0.64
H 1.66 -3.97 -3.11
H 2.12 -2.43 -3.11
H 1.79 3.67 -1.00
H 0.43 3.08 -2.02
H 0.68 5.45 -2.16
H 0.52 5.67 -0.43
H -1.52 4.50 -2.37
H -3.58 3.54 -4.89
C 4.79 -6.30 0.31
C 5.29 -4.92 0.71
C 4.73 -4.46 2.06
C 3.27 -4.38 2.01
N 2.12 -4.33 1.96
H 3.71 -6.31 0.17
H 5.24 -6.61 -0.64
H 5.05 -7.04 1.07
H 5.03 -4.20 -0.07
H 6.38 -4.93 0.78
H 5.12 -3.48 2.33
H 5.01 -5.16 2.85
C -2.87 -1.96 -5.71
C -3.68 -0.67 -5.59
C -2.80 0.58 -5.49
C -1.95 0.53 -4.30
N -1.29 0.51 -3.36
H -2.25 -2.12 -4.83
H -3.53 -2.82 -5.82
H -2.22 -1.93 -6.59
H -4.33 -0.73 -4.72
H -4.33 -0.57 -6.47
H -3.42 1.48 -5.42
H -2.17 0.68 -6.37
C -2.65 0.61 2.37
C -3.68 -0.45 2.74
C -4.77 -0.51 1.67
C -5.44 0.79 1.60
N -5.95 1.82 1.54
H -3.10 1.60 2.32
H -1.83 0.65 3.09
H -2.22 0.38 1.39
H -4.12 -0.24 3.72
H -3.19 -1.43 2.82
H -5.51 -1.28 1.87
H -4.32 -0.73 0.70
C 10.55 -3.24 0.02
C 10.99 -4.70 -0.06
C 9.81 -5.68 -0.15
C 8.94 -5.57 1.03
N 8.27 -5.48 1.95
H 9.96 -3.05 0.91
H 11.41 -2.58 0.05
H 9.95 -2.97 -0.85
H 11.59 -4.94 0.82
H 11.63 -4.84 -0.93
H 10.17 -6.70 -0.22
H 9.21 -5.47 -1.04
C 4.38 -10.33 -0.42
C 3.09 -10.65 -1.15
C 2.99 -9.95 -2.51
C 3.02 -8.49 -2.35
N 3.07 -7.35 -2.22
H 4.46 -9.27 -0.19
H 4.43 -10.87 0.53
H 5.25 -10.61 -1.01
H 2.24 -10.36 -0.53
H 3.02 -11.73 -1.31
H 2.06 -10.21 -3.01
H 3.81 -10.25 -3.16
C -8.35 0.03 -6.22
C -8.93 1.31 -5.64
C -7.85 2.26 -5.10
C -7.09 1.62 -4.02
N -6.49 1.12 -3.18
H -7.82 -0.55 -5.47
H -9.14 -0.60 -6.63
H -7.65 0.25 -7.03
H -9.63 1.06 -4.84
H -9.50 1.84 -6.41
H -8.30 3.17 -4.70
H -7.16 2.55 -5.89
C 4.05 -3.91 6.33
C 3.68 -5.08 7.25
C 4.56 -6.31 7.03
C 4.43 -6.80 5.66
N 4.34 -7.19 4.58
H 3.91 -4.17 5.28
H 3.42 -3.05 6.54
H 5.09 -3.62 6.48
H 2.63 -5.34 7.09
H 3.77 -4.76 8.29
H 4.27 -7.11 7.71
H 5.61 -6.07 7.22
C -2.56 3.78 6.93
C -3.42 4.01 5.70
C -2.85 3.36 4.44
C -1.52 3.88 4.11
N -0.48 4.31 3.84
H -1.56 4.22 6.82
H -3.01 4.24 7.81
H -2.43 2.71 7.13
H -3.53 5.09 5.53
H -4.42 3.61 5.87
H -3.50 3.54 3.59
H -2.76 2.28 4.57
C 1.94 7.90 4.40
C 1.48 6.63 5.09
C 2.32 5.40 4.72
C 2.25 5.14 3.28
N 2.20 4.93 2.15
H 1.85 7.83 3.32
H 1.33 8.75 4.72
H 2.98 8.13 4.64
H 0.43 6.43 4.84
H 1.53 6.76 6.17
H 1.97 4.52 5.24
H 3.37 5.56 4.99
```

Results of the Löwdin charge analysis, in e, for atoms 1 through 2: atom 1 (C): -0.047, atom 2 (C): -0.404

***

What is the formula in the first record?
C53H75F9N6O49

***

Which of these has the lowest HOMO level?
C53H90F6N13O4

***

Look up the 2S+1 of the first one.
1